Computed, not measured: 3 unconnected molecules or ions with the total composition C11H21NO7 at a distorted geometry, with ωB97M-V/def2-TZVPD.

Geometry as XYZ:
```
40
C11H21NO7 | the OMol25 dataset | ωB97M-V/def2-TZVPD
H 1.418 -2.060 -1.342
C -0.327 0.569 -1.059
C 4.282 -2.682 3.940
H -4.152 6.373 -2.977
H 3.064 -2.734 6.278
O 3.121 -2.749 3.609
C 5.003 -3.468 1.870
H 4.400 -4.378 1.926
C -3.069 6.256 -3.068
C -3.063 -0.988 -0.443
H -1.025 -2.756 0.074
C 3.719 -1.888 6.056
C 0.195 1.734 -0.720
H -2.638 -0.338 0.403
O -3.782 3.867 -2.134
H -4.144 -0.608 -0.659
C -3.203 1.617 -3.433
O -2.813 2.889 -3.948
H 1.700 -2.224 0.271
H -0.164 -1.198 0.743
C -0.848 -0.938 -1.399
C -3.177 3.932 -3.179
O 4.741 -2.269 5.137
H -3.202 -2.108 -0.141
O -2.750 5.061 -3.778
N 1.028 -2.500 -0.481
H -4.291 1.549 -3.356
H 4.478 -2.689 1.312
C -0.335 -1.877 -0.190
H -2.678 7.099 -3.640
H 4.202 -1.573 6.982
H 5.931 -3.701 1.345
H -2.595 6.258 -2.083
H 0.675 2.612 -0.133
H 3.142 -1.045 5.664
H -0.324 -1.331 -2.365
O 5.343 -3.009 3.177
H -2.734 1.434 -2.463
H -2.859 0.851 -4.130
O -2.269 -0.990 -1.663
```

## Properties
M in g mol⁻¹: 279.289
SMILES string: C#C[C@@H](CN)OC.COC(=O)OC.COC(=O)OC
HOMO in eV: -9.521
Multiplicity: 1
Orbital gap in eV: 10.168